# 1
Entry from OMol25: a single C2H4N2O2 molecule (ωB97M-V/def2-TZVPD).

```
10
Properties=species:S:1:pos:R:3:forces:R:3
O -2.3148 -0.8511 -0.0352 -2.15 -0.92 0.27
O -1.6335 1.1661 0.2564 -1.12 3.25 0.93
N 0.8708 0.6554 -0.7411 1.20 -3.14 0.04
N -1.5326 0.0275 0.0448 5.48 -3.37 -1.63
C 0.0694 -0.4928 -0.3971 -1.24 1.23 0.39
C 1.2129 -0.0719 0.5180 0.11 -2.58 -3.03
H -0.0905 -1.4491 -0.9897 0.42 1.56 0.69
H 2.1072 -0.8153 0.5741 -1.42 1.86 -0.49
H 0.9191 0.3150 1.4152 -0.65 1.19 2.28
H 0.3921 1.5161 -0.6455 -0.63 0.93 0.55
```
Positions in Å, forces in eV/Å.

Computed properties:
- E (a.u.) = -338.42639
- M (g mol⁻¹) = 88.1
- HOMO-LUMO gap (Ha) = 0.4057
- spin multiplicity = 1
- SMILES string = O=[N+]([O-])[C@@H]1CN1

---

# 2
Entry from OMol25: a single C4H6N2OS molecule (ωB97M-V/def2-TZVPD).

```
14
Properties=species:S:1:pos:R:3:forces:R:3
S -2.3779 -0.8235 0.2542 -1.72 0.55 0.95
O 1.9568 -0.1634 -2.5547 0.89 -0.23 0.36
N -1.5711 -0.3199 1.7281 -1.80 -0.74 -0.62
N 0.6489 -0.0053 0.8897 4.80 0.64 -3.60
C 0.6968 0.2299 -0.6371 -2.16 1.05 1.81
C -0.3695 0.9158 -1.2653 2.43 -1.61 5.71
C -0.3198 -0.1372 1.8024 0.23 -0.98 2.02
C 1.9977 -0.2242 -1.3570 -0.27 -0.44 0.83
H -3.8643 -0.7770 0.6058 3.11 0.07 -0.02
H 3.0257 -0.6435 -0.7405 -2.76 1.14 -1.25
H 1.6694 -0.0110 1.2533 -2.72 -0.03 -0.51
H 0.1383 -0.3023 2.8610 -0.87 0.93 -1.65
H -0.5018 0.8855 -2.2699 -0.09 0.30 -2.86
H -1.1292 1.3761 -0.5702 0.92 -0.65 -1.19
```
Positions in Å, forces in eV/Å.

Computed properties:
- E (a.u.) = -738.81723
- M (g mol⁻¹) = 130.2
- HOMO-LUMO gap (Ha) = 0.2968
- spin multiplicity = 1
- SMILES string = C=C(C=O)N/C=N\S

---

# 3
Entry from OMol25: a 2-piece molecular cluster, C6H14O overall (ωB97M-V/def2-TZVPD).

```
21
Properties=species:S:1:pos:R:3:forces:R:3
O -2.7486 3.3704 2.3245 0.19 0.05 0.08
C 1.3761 -0.7791 -1.7540 -0.68 -0.44 0.20
C -0.4612 -1.9381 1.7467 -0.27 0.48 -0.25
C 2.2769 -0.4098 -2.8852 0.35 0.45 -1.07
C 0.3871 -0.8142 1.0871 -0.46 0.01 0.02
C -0.3792 -0.0660 -0.0203 -0.29 0.43 -1.24
C 0.2715 -0.0977 -1.4138 0.54 -0.83 0.21
H -0.5901 -1.9076 2.8277 0.25 0.35 0.06
H -1.9284 3.6538 2.7402 0.12 0.01 -0.16
H 1.2304 -1.2951 0.6168 0.39 0.11 0.15
H -1.4575 -1.8247 1.3171 -0.11 -0.48 0.19
H 2.7328 0.5510 -2.6294 -0.05 0.05 -0.27
H 0.7707 -0.0730 1.7882 0.01 -0.23 0.21
H -1.4386 -0.3420 -0.0065 0.09 -0.47 -0.38
H -0.5115 1.0223 0.0791 0.51 -0.10 0.82
H -0.1140 0.5806 -2.1678 -0.01 0.46 0.25
H -0.0834 -2.9352 1.5230 -0.01 0.05 -0.18
H 1.7799 -0.3126 -3.8544 -0.36 0.34 0.16
H 1.6558 -1.6592 -1.1864 0.33 0.29 0.37
H 3.1239 -1.0455 -3.1621 -0.23 -0.44 0.76
H -3.3533 3.3233 3.0665 -0.30 -0.07 0.07
```
Positions in Å, forces in eV/Å.

Computed properties:
- E (a.u.) = -312.18916
- M (g mol⁻¹) = 102.2
- HOMO-LUMO gap (Ha) = 0.3521
- spin multiplicity = 1
- SMILES string = C/C=C/CCC.O

---

# 4
Entry from OMol25: C13H9Cl6N2O4ReS as an isolated structure (ωB97M-V/def2-TZVPD).

```
36
Properties=species:S:1:pos:R:3:forces:R:3
Re 0.1746 -0.8253 -0.0643 -0.38 1.13 -1.44
Cl 1.8729 3.9656 2.6282 0.03 0.03 0.07
Cl 1.0667 0.9221 2.5595 0.14 -0.08 0.33
Cl 1.7475 4.0239 -2.7697 -0.02 0.01 -0.12
Cl -4.4657 0.8902 1.1738 0.02 0.03 -0.04
Cl 2.2042 5.5057 -0.0639 0.05 0.11 -0.01
Cl 0.8175 0.9861 -2.7099 0.11 -0.02 -0.54
S -3.0317 -4.1057 0.5376 0.26 0.57 -0.20
O -1.3632 0.3929 1.0362 0.92 -0.96 0.08
O -1.7108 0.7908 -1.0696 1.14 -0.98 -0.51
O 0.9486 -2.5461 -0.5898 -3.18 2.03 0.09
O 2.1864 -4.3071 -0.0342 -0.45 0.43 -0.26
N 2.6502 -0.7651 0.0179 -1.06 0.21 0.12
N -1.6167 -2.0862 -0.0668 0.85 0.15 0.44
C 1.5042 3.2126 -1.2892 -0.06 -0.22 0.18
C -2.8240 -1.8866 -0.6634 -0.76 -0.05 -0.37
C 0.8845 1.1847 -0.0797 0.03 0.10 0.37
C -3.1587 1.8905 0.4887 0.03 -0.15 0.01
C 3.2068 -2.1089 -0.0409 -0.57 -1.06 -0.10
C -1.5879 -3.2199 0.5964 -0.31 -0.41 0.16
C 1.0834 1.8810 -1.2709 0.00 -0.20 0.47
C 1.1777 1.8488 1.1110 -0.09 0.01 -0.37
C -2.0127 0.9775 0.1148 -0.16 0.20 0.56
C -3.7237 -2.8756 -0.4386 0.28 -0.14 0.20
C 2.0399 -3.1368 -0.2292 3.52 -0.60 1.01
C 1.5737 3.1847 1.1392 -0.02 -0.18 -0.14
C 1.7298 3.8704 -0.0730 -0.12 -0.25 0.01
H 3.7312 -2.3765 0.8760 0.02 0.08 -0.10
H -2.9867 -1.0112 -1.2648 -0.05 0.02 -0.03
H -0.7262 -3.5878 1.1225 0.12 -0.01 0.08
H -3.5376 2.3951 -0.3991 0.09 -0.03 0.15
H 3.8722 -2.2506 -0.8934 0.04 0.14 0.10
H 2.8772 -0.2924 0.8914 -0.01 0.02 -0.18
H -2.8432 2.5963 1.2549 -0.01 0.01 -0.08
H 2.9761 -0.1897 -0.7572 -0.24 0.02 0.18
H -4.7368 -2.9484 -0.7808 -0.15 0.05 -0.13
```
Positions in Å, forces in eV/Å.

Computed properties:
- E (a.u.) = -4148.61232
- M (g mol⁻¹) = 688.2
- HOMO-LUMO gap (spin up / spin down) (Ha) = 0.2238 / 0.2400
- spin multiplicity = 2
- charge = +1